9
Properties=species:S:1:pos:R:3 method="wB97M-V/def2-TZVPD" total_charge=0 e_tot_ev=-25774.7483 homo_energy_ev=-9.6 gap_ha=0.3503
N 1.3569 -2.3309 -0.0781
O -0.1072 -1.0026 1.5176
O -0.9146 -0.9490 -0.9039
P 0.1101 -1.4207 0.0137
S -0.5275 2.1573 0.0396
H 1.5232 -2.6316 -1.0226
H 0.6140 -1.4089 2.0023
H -1.1881 2.9925 -0.7483
H -1.3436 1.1524 -0.2415